ORCA calculation (ωB97M-V with the def2-TZVPD basis set) on C28H22Cl2OZn as an isolated structure in a non-equilibrium geometry.

Properties
- E (Ha) = -3855.07798
- energy relative to the best compared isomer or geometry (same formula, charge and spin) (kJ/mol) = 342.09
- total charge = -2
- orbital gap (eV) = 2.13
- highest occupied orbital energy (eV) = 1.58
- F_max (eV Å⁻¹) = 3.87

Positions of all 54 atoms, in Å:
C 4.4489 -2.1577 2.6088
C 3.3853 -2.6861 1.8708
C 2.6135 -1.8696 1.0436
C 2.9404 -0.5096 0.9641
O 2.1266 0.3933 0.2580
C 0.8815 0.6344 0.8326
C 0.7404 1.4177 1.9933
C -0.4897 1.4799 2.6122
C -1.6142 0.7608 2.1431
C -2.8178 0.7067 2.9795
C -3.9269 -0.1791 2.5624
C -5.3001 0.1782 2.5739
C -6.2871 -0.7260 2.1602
C -5.9551 -2.0189 1.7398
C -4.6131 -2.4135 1.7787
C -3.6292 -1.5242 2.1977
C -1.4711 0.1312 0.8763
C -0.2335 0.0142 0.2610
C 4.0213 0.0316 1.6525
C 4.7582 -0.7995 2.5011
H 5.0361 -2.8019 3.2573
H 3.1489 -3.7517 1.9316
H 1.7700 -2.2584 0.4668
H 1.6102 1.9514 2.3963
H -0.5903 2.0845 3.5244
H -2.5777 0.6955 4.0722
H -5.5985 1.1789 2.8889
H -7.3391 -0.4312 2.1602
H -6.7198 -2.7194 1.3995
H -4.3304 -3.4199 1.4802
H -2.5944 -1.8646 2.2468
H -2.3232 -0.3211 0.3602
H -0.0713 -0.5607 -0.6586
H 4.2364 1.0942 1.5396
H 5.5844 -0.3645 3.0679
Cl -1.8300 -0.0426 8.4308
Zn -0.3352 0.6396 7.0978
Cl 1.1007 1.4119 5.7364
C -4.0455 3.6425 5.5921
C -4.3705 2.6905 4.5978
C -3.5438 2.8952 3.4514
C -2.7653 4.0809 3.7142
C -3.0549 4.5574 5.0512
C -2.3540 5.6595 5.5725
C -1.4654 6.3525 4.7296
C -1.2576 5.9328 3.4036
C -1.8630 4.7703 2.9072
H -4.4421 3.7196 6.6034
H -5.0951 1.8860 4.7022
H -3.7193 2.5834 2.4155
H -2.4543 5.9330 6.6271
H -0.9157 7.2016 5.1209
H -0.5771 6.5087 2.7685
H -1.6758 4.3867 1.8932

These are the natural (NBO) partial charges, in e, on atoms 1 to 5:
1. C -0.26
2. C -0.21
3. C -0.26
4. C 0.33
5. O -0.55

***

ORCA calculation (ωB97M-V with the def2-TZVPD basis set) on C21H13F10N6OSc as an isolated structure.

Properties
- E (Ha) = -2971.28070
- energy relative to the best compared isomer or geometry (same formula, charge and spin) (kJ/mol) = 0.00
- orbital gap (eV) = 8.06
- highest occupied orbital energy (eV) = -8.05
- F_max (eV Å⁻¹) = 0.89

Positions of all 52 atoms, in Å:
Sc -0.0821 0.2515 -0.1918
C 2.7634 0.5535 -1.8113
N 1.4690 1.2319 -1.7327
C 1.6202 2.6099 -1.2568
C 2.0440 2.5808 0.1997
N 1.2679 1.5518 0.8877
C 1.1790 1.6509 2.2553
C 0.2179 0.8710 2.8898
F -0.5320 0.0750 2.0564
C -0.0368 0.8155 4.2373
F -0.9911 0.0196 4.7136
C 0.7174 1.6100 5.0807
F 0.5080 1.6023 6.3979
C 1.6974 2.4043 4.5199
F 2.4524 3.1609 5.3157
C 1.9293 2.4206 3.1529
F 2.9505 3.1858 2.7262
C 0.7217 1.1039 -2.9877
C 0.4120 -0.3711 -3.2308
N 0.1764 -0.9592 -1.9262
C -0.0721 -2.2986 -1.7876
C 0.0144 -2.8113 -0.4943
F 0.3818 -1.9120 0.4779
C -0.2712 -4.1010 -0.1244
F -0.1891 -4.4805 1.1509
C -0.6228 -5.0097 -1.1074
F -0.8929 -6.2791 -0.7935
C -0.6814 -4.5720 -2.4156
F -1.0190 -5.4306 -3.3775
C -0.4134 -3.2523 -2.7470
F -0.5385 -2.9037 -4.0399
H 3.3877 1.0146 -2.5860
H 2.6159 -0.4977 -2.0424
H 3.2775 0.6197 -0.8550
H 0.6525 3.0973 -1.3583
H 2.3485 3.1695 -1.8582
H 1.8602 3.5736 0.6173
H 3.1225 2.4141 0.2855
H 1.2758 1.5305 -3.8336
H -0.1998 1.6811 -2.8770
H 1.2422 -0.8561 -3.7567
H -0.4515 -0.4357 -3.8971
N -3.9777 -1.4270 0.7339
C -3.1101 -0.4599 0.4197
O -1.9741 -0.7682 -0.0578
C -3.4625 0.9135 0.6030
C -2.4103 1.7167 0.1697
N -1.3979 2.0606 -0.2833
C -4.6952 1.3404 1.1499
N -5.7261 1.5872 1.6036
H -4.8780 -1.2091 1.1257
H -3.6802 -2.3834 0.6597

These are the natural (NBO) partial charges, in e, on atoms 1 to 5:
1. Sc 1.68
2. C -0.43
3. N -0.46
4. C -0.22
5. C -0.23

***

ORCA calculation (ωB97M-V with the def2-TZVPD basis set) on C53H49N13O5Ru as an isolated structure in a non-equilibrium geometry.

Properties
- expectation value of S² = 0.90
- E (Ha) = -3231.97866
- energy relative to the best compared isomer or geometry (same formula, charge and spin) (kJ/mol) = 59.33
- total charge = -1
- orbital gap (alpha / beta) (eV) = 5.43 / 5.19
- highest occupied orbital energy (alpha / beta) (eV) = -3.60 / -3.36
- multiplicity = 2
- F_max (eV Å⁻¹) = 1.80

Positions of all 121 atoms, in Å:
Ru 0.1071 -1.3493 0.1283
O -1.0359 0.8115 1.6627
N -1.4095 1.7723 0.9348
N -1.4145 1.5363 -0.3380
O -1.1297 0.4046 -0.9242
C -1.8299 2.6099 -1.1859
C -2.2413 3.8394 -0.6760
C -2.6506 4.8334 -1.5485
C -2.6513 4.6175 -2.9221
C -2.2295 3.3926 -3.4158
C -1.8173 2.3854 -2.5546
H -2.2412 3.9979 0.3922
H -2.9756 5.7869 -1.1504
H -2.9802 5.3973 -3.5976
H -2.2205 3.2149 -4.4843
H -1.4720 1.4268 -2.9108
C 3.4499 2.5614 2.1998
N 2.8201 1.2736 2.0189
C 1.8510 0.9439 1.1653
N 1.5054 -0.3093 1.3693
C 2.3268 -0.7222 2.3651
N 3.1326 0.2173 2.8090
C 2.5609 3.5828 2.8777
C 2.9847 4.9068 2.9200
C 2.2077 5.8736 3.5381
C 0.9981 5.5317 4.1182
C 0.5700 4.2103 4.0765
C 1.3509 3.2369 3.4575
C -0.7076 3.8504 4.6855
N -1.5922 4.6250 5.2154
N -2.6181 3.8029 5.6544
C -2.2760 2.5983 5.3473
O -1.0720 2.5515 4.7360
C -2.9976 1.3524 5.5890
C -4.2785 1.3859 6.1349
C -4.9602 0.2030 6.3478
C -4.3772 -1.0146 6.0161
C -3.1011 -1.0526 5.4765
C -2.4702 -2.3565 5.0431
N -2.1934 -2.3397 3.6224
C -1.0320 -2.1337 2.9960
N -1.2397 -2.0456 1.7044
C -2.5835 -2.2144 1.5798
N -3.2010 -2.3957 2.7239
C -2.4147 0.1355 5.2635
H 3.7665 2.9371 1.2255
H 4.3402 2.3737 2.7984
H 1.4275 1.5993 0.4168
H 2.3443 -1.7315 2.7421
H 3.9282 5.1825 2.4624
H 2.5464 6.9012 3.5617
H 0.3718 6.2720 4.5976
H 0.9882 2.2170 3.4207
H -4.7237 2.3427 6.3729
H -5.9619 0.2236 6.7570
H -4.9257 -1.9377 6.1599
H -3.1319 -3.1948 5.2538
H -1.5199 -2.5207 5.5521
H -0.0887 -2.0170 3.5034
H -3.0962 -2.1935 0.6338
H -1.4308 0.1264 4.8087
O 3.1622 -2.6211 -0.6022
C 2.8718 -1.6711 -1.3040
N 3.6977 -1.1670 -2.2902
C 3.1444 0.0113 -2.9006
C 1.8948 0.2055 -1.9882
O 1.2517 1.2386 -2.0089
N 1.7330 -0.8905 -1.2130
C 4.0334 1.2361 -2.7590
C 5.1565 1.2245 -1.9417
C 5.9351 2.3675 -1.7929
C 5.5908 3.5365 -2.4530
C 4.4561 3.5593 -3.2562
C 3.6840 2.4192 -3.4081
C 2.7223 -0.2438 -4.3445
C 1.3912 -0.4469 -4.6919
C 1.0454 -0.7185 -6.0098
C 2.0222 -0.7890 -6.9909
C 3.3545 -0.5911 -6.6498
C 3.6987 -0.3179 -5.3355
H 4.4656 -1.7011 -2.6544
H 5.4160 0.3167 -1.4122
H 6.8135 2.3394 -1.1593
H 6.2000 4.4254 -2.3444
H 4.1706 4.4711 -3.7659
H 2.7912 2.4422 -4.0191
H 0.6181 -0.3970 -3.9351
H 0.0047 -0.8735 -6.2657
H 1.7487 -0.9979 -8.0177
H 4.1248 -0.6426 -7.4096
H 4.7384 -0.1513 -5.0740
C -3.7634 -1.0518 -1.5005
C -3.3679 -2.2147 -2.4169
C -2.3610 -1.7397 -3.4683
C -2.9116 -3.4421 -1.6429
C -3.8407 -4.4491 -1.4251
C -3.5075 -5.6387 -0.7950
C -2.1682 -5.8554 -0.4905
C -1.1921 -4.8924 -0.6810
C 0.2492 -5.3382 -0.5696
C 0.9698 -4.8825 0.7026
C 1.0089 -4.9786 -1.8452
C -1.5850 -3.5708 -1.1065
N -0.8531 -2.4559 -1.0401
H -4.1815 -0.2268 -2.0851
H -2.8830 -0.6728 -0.9754
H -4.5185 -1.3682 -0.7751
H -4.2715 -2.5343 -2.9477
H -1.4830 -1.3189 -2.9791
H -2.8187 -0.9706 -4.0980
H -2.0417 -2.5678 -4.1056
H -4.8587 -4.2963 -1.7722
H -4.2512 -6.4051 -0.6168
H -1.8593 -6.8284 -0.1187
H 0.2091 -6.4324 -0.5300
H 1.0614 -3.7942 0.7270
H 1.9854 -5.2855 0.7273
H 0.4273 -5.2160 1.5918
H 1.0356 -3.9041 -1.9815
H 0.5103 -5.4228 -2.7112
H 2.0378 -5.3356 -1.8007

These are the Löwdin partial charges, in e, on atoms 1 to 5:
1. Ru 1.19
2. O -0.19
3. N -0.05
4. N -0.23
5. O -0.23

***

ORCA calculation (ωB97M-V with the def2-TZVPD basis set) on C5H7N as an isolated structure.

Properties
- E (Ha) = -249.29020
- energy relative to the best compared isomer or geometry (same formula, charge and spin) (kJ/mol) = 480.57
- orbital gap (eV) = 10.59
- highest occupied orbital energy (eV) = -9.73
- F_max (eV Å⁻¹) = 0.63

Positions of all 13 atoms, in Å:
C -1.9403 -0.3437 -0.0887
C -0.7677 0.4870 -0.5052
C -0.1947 1.5402 -0.9641
C 0.7017 -0.0957 -0.5009
C 1.8787 0.3816 0.3044
N 1.0429 -0.6762 0.8078
H -2.8770 0.2009 -0.2377
H -1.8899 -0.6204 0.9723
H -1.9959 -1.2748 -0.6629
H 0.9354 -0.7194 -1.3596
H 1.8514 1.3667 0.7612
H 2.8640 0.0509 -0.0194
H 0.3914 -0.2971 1.4928

These are the natural (NBO) partial charges, in e, on atoms 1 to 5:
1. C -0.63
2. C -0.28
3. C 0.08
4. C -0.10
5. C -0.20

***

ORCA calculation (ωB97M-V with the def2-TZVPD basis set) on C5H6NOP as an isolated structure in a non-equilibrium geometry.

Properties
- E (Ha) = -665.33860
- energy relative to the best compared isomer or geometry (same formula, charge and spin) (kJ/mol) = 256.37
- orbital gap (eV) = 9.28
- highest occupied orbital energy (eV) = -9.39
- F_max (eV Å⁻¹) = 4.51

Positions of all 14 atoms, in Å:
C -0.6666 0.4865 0.1355
C -0.3320 -0.8870 -0.1254
C 0.1591 1.4665 -0.1346
C 0.8673 2.3875 -0.5919
C -1.3569 -1.8763 0.1120
N 2.2470 0.5318 1.1863
O 0.7539 -1.2364 -0.6477
P 2.6376 -0.6760 0.4674
H -1.6406 0.5133 0.5506
H 1.7051 2.7783 -0.0057
H 0.5541 2.8525 -1.4685
H -1.0615 -2.5822 0.7700
H -1.6317 -2.3937 -0.9083
H -2.2348 -1.3647 0.6603

These are the natural (NBO) partial charges, in e, on atoms 1 to 5:
1. C -0.46
2. C 0.57
3. C 0.30
4. C -0.48
5. C -0.69

***

Q: Among the records above, which one has the highest F_max?
A: C5H6NOP

***

Q: Look up the energy relative to the best compared isomer or geometry (same formula, charge and spin) of the third one.
A: 59.33 kJ/mol

***

Repeat the fifth record exactly.
ORCA calculation (ωB97M-V with the def2-TZVPD basis set) on C5H6NOP as an isolated structure in a non-equilibrium geometry.

Properties
- E (Ha) = -665.33860
- energy relative to the best compared isomer or geometry (same formula, charge and spin) (kJ/mol) = 256.37
- orbital gap (eV) = 9.28
- highest occupied orbital energy (eV) = -9.39
- F_max (eV Å⁻¹) = 4.51

Positions of all 14 atoms, in Å:
C -0.6666 0.4865 0.1355
C -0.3320 -0.8870 -0.1254
C 0.1591 1.4665 -0.1346
C 0.8673 2.3875 -0.5919
C -1.3569 -1.8763 0.1120
N 2.2470 0.5318 1.1863
O 0.7539 -1.2364 -0.6477
P 2.6376 -0.6760 0.4674
H -1.6406 0.5133 0.5506
H 1.7051 2.7783 -0.0057
H 0.5541 2.8525 -1.4685
H -1.0615 -2.5822 0.7700
H -1.6317 -2.3937 -0.9083
H -2.2348 -1.3647 0.6603

These are the natural (NBO) partial charges, in e, on atoms 1 to 5:
1. C -0.46
2. C 0.57
3. C 0.30
4. C -0.48
5. C -0.69

***

Q: Which value of E does entry 2 give?
A: -2971.28070 Ha